Entry 1:
{
  "formula": "C24H39BN12PtSb",
  "method": "wB97M-V/def2-TZVPD",
  "de_lowest_kcal_mol": 0.0,
  "multiplicity": 2,
  "largest_force_ev_per_a": 0.512,
  "charge": 2,
  "homo_energy_ev": [-13.7, -13.7],
  "symbols": ["Pt", "C", "C", "C", "C", "N", "N", "B", "N", "C", "C", "C", "C", "N", "N", "C", "C", "C", "C", "N", "N", "C", "C", "C", "C", "N", "H", "H", "H", "H", "H", "H", "H", "H", "H", "H", "H", "H", "H", "H", "H", "H", "H", "H", "H", "H", "C", "C", "Sb", "C", "C", "C", "C", "H", "H", "H", "H", "H", "H", "H", "H", "H", "H", "H", "H", "H", "H", "H", "N", "C", "N", "N", "C", "N", "H", "H", "H", "H"],
  "xyz": [[-0.391493, 0.414241, 0.518892], [-3.945738, -0.267466, 0.889493], [-2.981473, -1.360439, 0.595232], [-3.289282, -2.691018, 0.354841], [-2.078317, -3.308201, 0.128212], [-1.092955, -2.415269, 0.258149], [-1.651207, -1.194674, 0.527697], [0.449713, -2.618384, 0.066002], [1.154059, -1.997793, 1.299706], [1.979740, -2.549093, 2.197173], [2.227179, -1.618322, 3.189018], [1.498589, -0.481532, 2.836324], [1.338523, 0.797711, 3.585790], [0.863192, -0.742232, 1.683825], [0.825608, -1.788018, -1.205647], [1.390138, -2.138481, -2.369178], [1.404393, -1.036298, -3.200284], [0.806401, -0.007805, -2.474506], [0.516196, 1.379439, -2.919587], [0.458663, -0.483823, -1.272739], [0.898482, -4.047443, -0.031206], [0.402757, -5.235560, 0.408282], [1.359013, -6.192662, 0.216874], [2.460677, -5.501584, -0.332493], [3.788590, -6.055960, -0.732431], [2.186660, -4.216063, -0.464686], [-4.945987, -0.683436, 0.983884], [-3.979089, 0.454048, 0.071473], [-3.700081, 0.247675, 1.819559], [-4.268193, -3.135733, 0.337564], [-1.870422, -4.326258, -0.146247], [2.331712, -3.559368, 2.070418], [2.835593, -1.743889, 4.067375], [1.816856, 0.712345, 4.558533], [0.283785, 1.024405, 3.749653], [1.791216, 1.639655, 3.064863], [1.754118, -3.138885, -2.513608], [1.777306, -0.983350, -4.208174], [1.046089, 1.592514, -3.844835], [0.821703, 2.112969, -2.173795], [-0.550309, 1.484200, -3.117610], [-0.557773, -5.332317, 0.883781], [1.285796, -7.239923, 0.452913], [3.827452, -7.126545, -0.546269], [4.591750, -5.580023, -0.170254], [3.976313, -5.886778, -1.792495], [-2.835136, 3.135691, 2.465708], [-3.458276, 2.969905, 1.083682], [-2.009007, 2.343243, -0.347329], [-3.055278, 2.187432, -2.199535], [-4.362437, 2.976601, -2.201087], [-0.831019, 4.108711, -0.525293], [-1.657988, 5.359764, -0.804729], [-3.575275, 3.511183, 3.171792], [-2.006159, 3.845770, 2.453424], [-2.459536, 2.186665, 2.855932], [-3.834211, 3.918078, 0.697374], [-4.290513, 2.270483, 1.087699], [-3.237121, 1.128401, -2.387938], [-2.366664, 2.547440, -2.962618], [-5.050015, 2.625757, -1.430804], [-4.860886, 2.854515, -3.162576], [-4.201105, 4.043435, -2.047235], [-0.115216, 3.922588, -1.326191], [-0.260329, 4.198444, 0.399177], [-2.197910, 5.289686, -1.749744], [-1.000285, 6.226488, -0.872609], [-2.376786, 5.563802, -0.011425], [4.245140, 0.751114, -0.529893], [4.375224, 1.915954, 0.111765], [5.572211, 2.473899, 0.234270], [3.347537, 2.571686, 0.665612], [2.158854, 2.132696, 0.526620], [1.050867, 1.789521, 0.449729], [5.039686, 0.279003, -0.928242], [3.353561, 0.288550, -0.600414], [6.411042, 2.048638, -0.121173], [5.641099, 3.360297, 0.706576]],
  "forces_ev_per_angstrom": [[-0.43, -0.22, -0.16], [0.09, -0.06, -0.02], [-0.07, 0.08, 0.07], [0.07, -0.05, -0.09], [-0.10, -0.06, -0.06], [0.05, 0.02, -0.08], [0.03, 0.09, 0.09], [0.09, 0.01, 0.05], [-0.06, 0.09, -0.04], [0.00, 0.00, 0.03], [0.00, 0.03, -0.01], [-0.04, -0.12, -0.02], [0.01, -0.01, 0.00], [0.07, 0.07, 0.04], [-0.03, -0.04, 0.10], [-0.02, 0.00, 0.04], [0.01, -0.01, -0.02], [0.02, -0.12, 0.05], [0.03, 0.04, 0.04], [0.08, -0.02, 0.01], [-0.02, 0.05, -0.24], [-0.03, -0.08, 0.20], [-0.01, 0.06, 0.06], [0.03, -0.01, 0.00], [0.00, 0.02, -0.01], [-0.05, 0.01, -0.11], [0.00, -0.02, 0.04], [-0.04, -0.09, 0.00], [0.02, 0.00, -0.06], [0.00, -0.01, 0.01], [-0.02, 0.04, 0.00], [0.00, 0.00, 0.00], [0.01, -0.02, 0.00], [-0.01, -0.01, 0.00], [0.00, 0.01, -0.01], [0.02, 0.02, 0.01], [0.01, -0.04, 0.01], [0.01, 0.00, -0.01], [-0.01, 0.00, -0.02], [-0.04, 0.00, -0.01], [0.00, 0.07, -0.02], [0.02, 0.01, -0.04], [0.01, -0.01, -0.01], [0.01, 0.00, 0.00], [0.01, -0.01, 0.00], [0.00, -0.01, 0.00], [-0.01, 0.00, -0.01], [0.03, 0.10, 0.02], [0.23, -0.08, 0.00], [-0.11, -0.12, 0.04], [-0.01, 0.00, 0.02], [-0.01, 0.01, -0.05], [0.02, 0.00, -0.02], [0.00, 0.00, 0.01], [0.00, 0.00, 0.01], [0.01, -0.01, 0.01], [0.00, 0.02, 0.02], [0.04, 0.09, 0.00], [0.06, 0.00, -0.02], [-0.02, 0.03, -0.02], [-0.01, 0.00, -0.01], [0.00, 0.01, 0.00], [0.00, -0.01, 0.01], [0.01, 0.01, 0.02], [-0.03, -0.01, 0.01], [0.00, 0.00, 0.01], [-0.01, 0.00, 0.00], [-0.01, 0.00, 0.00], [0.08, -0.01, -0.04], [0.07, -0.01, 0.04], [-0.02, -0.01, -0.02], [0.00, 0.12, -0.10], [-0.04, -0.19, 0.09], [0.05, 0.29, 0.12], [0.00, 0.00, 0.00], [-0.04, 0.02, 0.02], [-0.01, -0.01, 0.00], [0.00, 0.00, 0.01]]
}


Entry 2:
{
  "formula": "C27H47AsBIrN2O3P2S",
  "method": "wB97M-V/def2-TZVPD",
  "de_lowest_kcal_mol": 46.6,
  "multiplicity": 1,
  "largest_force_ev_per_a": 2.724,
  "charge": 2,
  "homo_energy_ev": -13.2,
  "symbols": ["Ir", "C", "C", "O", "N", "C", "C", "C", "C", "C", "C", "N", "H", "H", "H", "H", "H", "H", "H", "H", "H", "H", "C", "P", "C", "C", "C", "P", "C", "C", "H", "H", "H", "H", "H", "H", "H", "H", "H", "H", "H", "H", "H", "H", "H", "H", "C", "C", "C", "C", "C", "C", "C", "C", "O", "B", "O", "C", "C", "H", "H", "H", "H", "H", "H", "H", "H", "H", "H", "H", "H", "C", "As", "C", "C", "S", "H", "H", "H", "H", "H", "H", "H", "H", "H"],
  "xyz": [[0.557028, 0.981396, 0.489338], [-1.040576, 2.992397, 4.160856], [-0.793632, 1.762298, 3.344921], [0.264460, 1.602786, 2.692895], [-1.730246, 0.817711, 3.347169], [-1.562563, -0.469168, 2.691047], [-2.102612, -0.467063, 1.282020], [-3.193305, -1.251172, 0.950216], [-3.685441, -1.243622, -0.342718], [-3.082683, -0.419908, -1.277448], [-2.000979, 0.336676, -0.886679], [-1.491861, 0.304984, 0.362578], [-0.142246, 3.602582, 4.174610], [-1.314246, 2.727147, 5.182268], [-1.858498, 3.561479, 3.712043], [-2.620103, 1.037064, 3.767885], [-2.078033, -1.217508, 3.286787], [-0.505492, -0.722746, 2.679987], [-3.654181, -1.863454, 1.713705], [-4.524880, -1.870410, -0.614942], [-3.426697, -0.377623, -2.301460], [-1.490116, 0.974793, -1.589523], [3.672174, 1.743107, 1.904676], [2.824724, 1.005496, 0.491780], [3.836083, -0.436528, 0.070712], [3.242852, 2.031553, -0.964866], [2.494577, 3.340267, -0.825043], [0.743083, 2.955339, -0.497623], [0.295190, 4.281970, 0.637810], [-0.165578, 3.248698, -2.019656], [4.665077, 2.057398, 1.581319], [3.773567, 1.000665, 2.697279], [3.121753, 2.589606, 2.314009], [4.848213, -0.059665, -0.078896], [3.479927, -0.905549, -0.840100], [3.853064, -1.179678, 0.869956], [2.890665, 1.454589, -1.823515], [4.318123, 2.179158, -1.079195], [2.612317, 4.005587, -1.681213], [2.847362, 3.883392, 0.056059], [0.757812, 5.192483, 0.251092], [0.681419, 4.069736, 1.636246], [-0.786102, 4.385639, 0.701838], [0.037124, 4.264450, -2.362789], [-1.232832, 3.134558, -1.823443], [0.140569, 2.535547, -2.786446], [3.489976, -5.863184, -3.266385], [2.941645, -6.218443, -1.885381], [1.841678, -7.277477, -2.050745], [4.082451, -6.794557, -1.033097], [2.338726, -4.997113, -1.176303], [1.895268, -5.119591, 0.146503], [1.317628, -4.070026, 0.858043], [1.198098, -2.884095, 0.178064], [0.654995, -1.650673, 0.623111], [0.840224, -0.803768, -0.457695], [1.398317, -1.421223, -1.541145], [1.621696, -2.740568, -1.115609], [2.197779, -3.767905, -1.827123], [3.897534, -6.760752, -3.732150], [4.295662, -5.126963, -3.207375], [2.711909, -5.480101, -3.930181], [2.257039, -8.179696, -2.505352], [1.040321, -6.911027, -2.696636], [1.403833, -7.555615, -1.090491], [4.613269, -7.563850, -1.597001], [3.714660, -7.256996, -0.115602], [4.802671, -6.019868, -0.760180], [2.003763, -6.071855, 0.649418], [0.981461, -4.189326, 1.879615], [2.521724, -3.614608, -2.846795], [-4.587968, 5.973968, 0.387017], [-4.653461, 4.073180, 0.155469], [-4.854683, 3.774749, -1.726885], [-6.287326, 3.506617, 0.975395], [-2.988099, 3.088185, 0.983649], [-5.538162, 6.416167, 0.087566], [-3.786250, 6.385990, -0.220894], [-4.400252, 6.184253, 1.436670], [-5.842217, 4.107804, -2.046100], [-4.741728, 2.712594, -1.930392], [-4.095443, 4.341009, -2.262231], [-7.128839, 4.059208, 0.558347], [-6.212422, 3.697931, 2.042991], [-6.419696, 2.441206, 0.804364]],
  "forces_ev_per_angstrom": [[-0.20, -1.46, 2.29], [-0.01, 0.01, -0.02], [0.22, -0.04, -0.27], [0.03, 0.39, 0.03], [-0.06, -0.05, 0.08], [-0.08, 0.24, -0.11], [0.11, 0.10, -0.07], [-0.12, 0.04, 0.07], [-0.06, -0.05, 0.03], [-0.01, 0.04, -0.05], [-0.07, -0.10, 0.22], [-0.35, 0.04, -0.47], [-0.01, -0.01, 0.01], [-0.02, 0.02, -0.02], [0.01, -0.03, 0.00], [0.01, -0.06, 0.07], [-0.03, -0.07, -0.04], [0.09, 0.00, 0.09], [0.02, -0.01, -0.01], [0.01, 0.01, 0.01], [0.01, 0.01, 0.01], [0.00, -0.04, -0.01], [-0.05, -0.01, 0.14], [0.58, 0.62, -1.00], [-0.17, -0.35, 0.60], [0.21, 0.09, 0.09], [0.06, -0.07, -0.06], [0.24, -0.08, -0.48], [-0.21, -0.11, 0.14], [-0.12, -0.10, -0.06], [0.04, 0.01, 0.10], [0.00, 0.01, -0.01], [0.00, 0.00, -0.07], [0.03, -0.03, 0.03], [0.08, 0.06, -0.06], [0.00, 0.00, -0.03], [0.03, 0.04, -0.06], [0.01, -0.03, 0.11], [-0.11, -0.04, -0.05], [0.05, 0.03, -0.05], [-0.06, 0.04, 0.03], [0.08, 0.01, -0.07], [-0.03, 0.04, -0.01], [-0.04, 0.00, -0.02], [0.00, 0.09, 0.01], [0.03, 0.04, 0.01], [0.03, 0.02, -0.01], [-0.10, 0.10, 0.12], [-0.01, -0.02, -0.04], [0.04, 0.01, 0.00], [0.04, -0.08, -0.15], [-0.04, 0.03, 0.13], [0.02, -0.16, -0.02], [-0.26, 0.35, 0.43], [0.03, -0.55, -0.01], [0.52, 0.97, -0.94], [-0.21, -0.23, -0.12], [0.03, 0.22, -0.41], [0.00, -0.02, 0.01], [0.00, 0.01, 0.01], [-0.02, -0.01, 0.00], [0.01, -0.02, 0.01], [-0.01, 0.04, 0.02], [0.02, -0.01, 0.03], [0.02, -0.01, -0.02], [-0.04, 0.00, 0.03], [0.01, 0.04, -0.02], [-0.01, -0.03, -0.03], [-0.01, 0.03, -0.02], [0.02, 0.00, -0.03], [-0.01, 0.00, 0.04], [-0.09, 0.11, -0.02], [0.12, 0.00, 0.22], [-0.07, 0.00, -0.13], [-0.12, -0.01, 0.01], [-0.19, 0.01, -0.16], [0.02, -0.01, -0.01], [0.04, 0.01, 0.01], [0.02, 0.03, 0.02], [0.02, 0.00, 0.00], [0.00, -0.02, -0.01], [0.04, -0.03, -0.01], [0.02, -0.01, 0.00], [-0.02, -0.01, 0.03], [-0.01, -0.03, 0.01]]
}